Computed, not measured: C16H22N4OS as an isolated structure in a non-equilibrium geometry, with ωB97M-V with the def2-TZVPD basis set.

Computed properties:
Max |F|: 15.4 eV Å⁻¹
Frontier orbital gap: 6.9 eV
E_HOMO: -6.6329 eV
Relative energy (zero: lowest compared OMol25 entry of this formula, charge and spin): 1263.32 kJ/mol
Molar mass: 318.45 g/mol
LUMO level: 0.0111 Ha

The geometry in XYZ format:
```
44
C16H22N4OS ωB97M-V with the def2-TZVPD basis set
C 1.9301 5.3343 -1.2271
H 2.8033 4.8575 -1.3998
H 1.1517 4.7829 -2.0588
H 1.8791 6.4430 -1.4889
C 1.2014 5.3131 0.2200
N 1.2960 3.9397 0.7706
C 2.5762 3.1796 1.1178
C 2.8287 2.2574 -0.3249
N 1.7567 1.4039 -0.6671
C 2.0858 0.3139 -1.5344
C 1.2869 -0.8591 -1.6768
O 0.9342 -1.4770 -2.5998
N 0.4023 -0.8950 -0.2082
C -0.2782 -2.0091 -0.0412
N -0.9914 -1.9942 1.0937
C -1.6564 -3.0729 1.2728
C -2.5937 -3.4904 2.4355
C -3.3227 -4.5610 2.2193
C -3.5192 -5.4051 0.8199
C -2.5846 -4.9394 -0.1283
C -1.9099 -3.7466 -0.0838
S -0.5833 -3.1024 -1.2238
H -2.6682 -5.4983 -1.1515
C -4.2169 -6.4929 0.8929
H -5.5221 -6.1380 0.7635
H -4.3987 -6.9976 -0.1646
H -4.2227 -7.1682 1.7250
H -3.9436 -4.9812 2.8274
H -2.3644 -2.9098 3.2827
H 0.8342 -0.3300 0.4928
H 2.1792 0.6801 -2.7200
H 3.0308 -0.0018 -1.3908
C 0.6718 2.0908 -1.0274
C 0.1517 3.1186 0.2367
H -0.6270 3.7276 -0.1153
H -0.0274 2.2782 0.8290
H -0.3092 1.5066 -1.3805
H 1.1156 2.6431 -1.7607
H 3.7822 1.5808 0.0609
H 3.4119 2.8296 -1.1587
H 3.3267 3.6949 1.3505
H 2.5451 2.4811 1.8580
H 2.1508 5.8320 0.8727
H 0.4073 5.7811 0.3909
```